No. 1
Molecular formula: C4H12N3
Method: DFT, wB97M-V/def2-TZVPD

Its gap between HOMO and LUMO is 11.15 eV. Its HOMO energy is -14.19 eV. The max |F| is 5.67 eV/Å. The energy above the lowest of the compared OMol25 structures with the same formula, charge and spin is 2.646 eV. The calculated total energy comes out at -323.58101 Ha. The SMILES is CC(=[NH2+])N[C@@H](C)N.

```
! wB97M-V def2-TZVPD RIJCOSX def2/J DEFGRID3
* xyz 1 1
C -0.46688 -1.31669 0.42037
C -1.00817 -0.58004 1.68292
C 1.16499 1.49935 -1.57753
C 0.89107 0.74165 -0.30427
N 0.26698 -0.32570 -0.42509
N 1.38981 1.31573 0.92358
N -1.41296 -1.73471 -0.68016
H 0.29208 -2.18286 0.35664
H -0.93751 0.51562 1.24656
H -0.37912 -0.80181 2.57055
H -2.00356 -1.00670 1.90667
H 1.72615 0.96424 -2.38513
H 0.03123 1.65863 -1.88053
H 1.69373 2.56148 -1.37314
H -0.05157 -0.60116 -1.32187
H -1.29296 -2.68799 -1.00162
H 1.34218 2.31182 0.68293
H 1.13792 1.06937 1.83365
H -2.38338 -1.40026 -0.67453
*
```

These are the Löwdin partial charges, in e, on atoms 1 to 8: -0.3052 -0.0108 0.0083 -0.3639 0.0698 0.1897 0.0345 0.1804

No. 2
Molecular formula: C4H12N3
Method: DFT, wB97M-V/def2-TZVPD

Its gap between HOMO and LUMO is 8.63 eV. Its HOMO energy is -12.28 eV. The max |F| is 3.29 eV/Å. The energy above the lowest of the compared OMol25 structures with the same formula, charge and spin is 2.388 eV. The calculated total energy comes out at -323.59052 Ha. The SMILES is N/C=C(\[NH3+])CCN.

```
! wB97M-V def2-TZVPD RIJCOSX def2/J DEFGRID3
* xyz 1 1
C -0.88877 1.37667 1.04321
C -0.06939 0.94755 -0.18162
C 0.42474 -0.42545 -0.28080
C 1.53750 -0.97510 0.22167
N 1.97223 -2.27536 0.15445
N -0.39592 -1.27427 -1.21466
N -2.05527 2.13347 0.66333
H -0.26764 1.86331 1.80844
H -1.23015 0.41905 1.52890
H 0.83492 1.60034 -0.25802
H -0.54780 1.37987 -1.06575
H 2.30463 -0.29170 0.59209
H 1.56369 -2.86702 -0.54649
H 2.92011 -2.41508 0.45555
H 0.29792 -1.75737 -1.79390
H -0.99270 -0.72172 -1.82720
H -0.93371 -2.01633 -0.75044
H -2.62282 2.42739 1.44381
H -1.85156 2.87177 0.00741
*
```

These are the Löwdin partial charges, in e, on atoms 1 to 8: -0.2887 -0.1823 -0.2524 -0.1181 0.1041 0.2412 -0.0086 0.1135

No. 3
Molecular formula: C4H12N3
Method: DFT, wB97M-V/def2-TZVPD

Its gap between HOMO and LUMO is 10.86 eV. Its HOMO energy is -13.99 eV. The max |F| is 2.91 eV/Å. The energy above the lowest of the compared OMol25 structures with the same formula, charge and spin is 1.865 eV. The calculated total energy comes out at -323.60973 Ha. The SMILES is N/C=C(\[NH3+])CCN.

```
! wB97M-V def2-TZVPD RIJCOSX def2/J DEFGRID3
* xyz 1 1
C 1.22328 -1.25885 1.23364
C 0.31246 -1.35775 0.01356
C -0.53545 -0.11165 -0.22697
C -1.19401 0.06709 -1.35996
N -1.93262 1.29570 -1.57126
N -0.26356 1.11604 0.50060
N 2.08883 -0.06481 1.14360
H 1.80021 -2.18665 1.26474
H 0.73097 -1.18638 2.20228
H 0.99369 -1.40196 -0.83359
H -0.36964 -2.20048 0.07487
H -1.25499 -0.69675 -2.13300
H -2.92020 1.14464 -1.45162
H -1.53240 1.70022 -2.40449
H -0.63756 1.06495 1.46094
H -0.85676 1.81713 0.01765
H 2.43906 0.13401 2.07262
H 2.91115 -0.27175 0.58842
H 0.71914 1.31152 0.75189
*
```

These are the Löwdin partial charges, in e, on atoms 1 to 8: -0.2504 -0.1181 -0.2253 -0.1006 0.0337 0.1963 -0.0112 0.1197

No. 4
Molecular formula: C4H12N3
Method: DFT, wB97M-V/def2-TZVPD

Its gap between HOMO and LUMO is 10.46 eV. Its HOMO energy is -13.93 eV. The max |F| is 3.11 eV/Å. The energy above the lowest of the compared OMol25 structures with the same formula, charge and spin is 1.498 eV. The calculated total energy comes out at -323.62320 Ha. The SMILES is N/C=[NH+]/CCCN.

```
! wB97M-V def2-TZVPD RIJCOSX def2/J DEFGRID3
* xyz 1 1
C 0.78941 1.09630 1.37693
C 0.01155 -0.15841 1.79546
C -0.99864 -0.55088 0.68869
N -0.92985 -0.37278 -2.91468
C -0.79261 -0.80411 -1.64888
N -0.56084 -0.05708 -0.60565
N 1.60369 0.77367 0.21951
H 1.38486 1.44195 2.23928
H 0.06599 1.91696 1.34860
H 0.75440 -0.96106 1.89953
H -0.56288 -0.03230 2.70053
H -1.11029 -1.63554 0.58315
H -2.00118 -0.15372 0.94631
H -1.02949 -1.10079 -3.60636
H -0.30831 0.37315 -3.20761
H -1.16755 -1.81859 -1.50995
H 0.47184 0.37590 -0.51648
H 2.31765 0.07380 0.37679
H 2.06225 1.59352 -0.16516
*
```

These are the Löwdin partial charges, in e, on atoms 1 to 8: -0.2363 -0.1446 -0.1681 0.1766 -0.1533 0.0047 0.0312 0.1267

What did the third record say?
Molecular formula: C4H12N3
Method: DFT, wB97M-V/def2-TZVPD

Its gap between HOMO and LUMO is 10.86 eV. Its HOMO energy is -13.99 eV. The max |F| is 2.91 eV/Å. The energy above the lowest of the compared OMol25 structures with the same formula, charge and spin is 1.865 eV. The calculated total energy comes out at -323.60973 Ha. The SMILES is N/C=C(\[NH3+])CCN.

```
! wB97M-V def2-TZVPD RIJCOSX def2/J DEFGRID3
* xyz 1 1
C 1.22328 -1.25885 1.23364
C 0.31246 -1.35775 0.01356
C -0.53545 -0.11165 -0.22697
C -1.19401 0.06709 -1.35996
N -1.93262 1.29570 -1.57126
N -0.26356 1.11604 0.50060
N 2.08883 -0.06481 1.14360
H 1.80021 -2.18665 1.26474
H 0.73097 -1.18638 2.20228
H 0.99369 -1.40196 -0.83359
H -0.36964 -2.20048 0.07487
H -1.25499 -0.69675 -2.13300
H -2.92020 1.14464 -1.45162
H -1.53240 1.70022 -2.40449
H -0.63756 1.06495 1.46094
H -0.85676 1.81713 0.01765
H 2.43906 0.13401 2.07262
H 2.91115 -0.27175 0.58842
H 0.71914 1.31152 0.75189
*
```

These are the Löwdin partial charges, in e, on atoms 1 to 8: -0.2504 -0.1181 -0.2253 -0.1006 0.0337 0.1963 -0.0112 0.1197

Q: Which of these has the lowest gap between HOMO and LUMO?
A: number 2

Repeat the fourth record exactly.
Molecular formula: C4H12N3
Method: DFT, wB97M-V/def2-TZVPD

Its gap between HOMO and LUMO is 10.46 eV. Its HOMO energy is -13.93 eV. The max |F| is 3.11 eV/Å. The energy above the lowest of the compared OMol25 structures with the same formula, charge and spin is 1.498 eV. The calculated total energy comes out at -323.62320 Ha. The SMILES is N/C=[NH+]/CCCN.

```
! wB97M-V def2-TZVPD RIJCOSX def2/J DEFGRID3
* xyz 1 1
C 0.78941 1.09630 1.37693
C 0.01155 -0.15841 1.79546
C -0.99864 -0.55088 0.68869
N -0.92985 -0.37278 -2.91468
C -0.79261 -0.80411 -1.64888
N -0.56084 -0.05708 -0.60565
N 1.60369 0.77367 0.21951
H 1.38486 1.44195 2.23928
H 0.06599 1.91696 1.34860
H 0.75440 -0.96106 1.89953
H -0.56288 -0.03230 2.70053
H -1.11029 -1.63554 0.58315
H -2.00118 -0.15372 0.94631
H -1.02949 -1.10079 -3.60636
H -0.30831 0.37315 -3.20761
H -1.16755 -1.81859 -1.50995
H 0.47184 0.37590 -0.51648
H 2.31765 0.07380 0.37679
H 2.06225 1.59352 -0.16516
*
```

These are the Löwdin partial charges, in e, on atoms 1 to 8: -0.2363 -0.1446 -0.1681 0.1766 -0.1533 0.0047 0.0312 0.1267

Q: What is the formula in the first record?
A: C4H12N3